ORCA calculation (ωB97M-V with the def2-TZVPD basis set) on a cluster of 2 separate species, C6H15NO in total.

The geometry in XYZ format:
```
23
Properties=species:S:1:pos:R:3:forces:R:3
C 2.448865 -0.389007 1.362350 2.232 3.405 -1.284
O -2.246104 1.160402 1.660360 0.440 -0.411 0.459
C 1.296878 0.328124 0.643135 2.185 1.967 -2.981
C -0.076747 -0.476177 0.671836 -1.105 -4.965 -2.808
C -1.028864 -0.473711 -0.622310 -1.741 1.898 2.092
C -1.372637 1.025813 -0.858410 2.888 -0.277 2.178
C -0.778368 -1.185763 -1.935590 1.297 -1.233 0.371
N 1.589810 0.722450 -0.748217 -1.317 0.220 2.869
H 2.884400 -1.261821 0.854390 -0.250 0.434 0.126
H 2.036165 -0.617432 2.279751 -0.368 -0.872 2.213
H -2.723631 1.653551 2.331208 -0.128 0.134 0.238
H 1.017652 1.303538 1.209457 0.203 -1.316 -1.134
H -0.000797 -1.651438 0.899635 0.978 2.318 -0.452
H -0.596263 -0.112346 1.519639 -0.951 1.188 0.868
H -1.895512 -0.901253 -0.083089 -0.121 0.046 -0.408
H -1.438680 1.473132 0.249700 -0.343 -0.395 -2.346
H -0.466386 1.370041 -1.398956 -0.624 0.312 -0.045
H -2.222323 1.256896 -1.423237 -1.415 0.148 -0.692
H -1.308822 -0.735612 -2.804713 -0.274 -0.498 0.950
H -0.954440 -2.362427 -1.848938 0.798 2.566 -0.483
H 0.275758 -0.865404 -2.170195 -0.263 -1.022 -0.116
H 3.305086 0.527238 1.553998 -2.175 -2.910 -0.527
H 2.254951 0.211196 -1.341801 0.056 -0.735 0.913
```
Positions in Å, forces in eV/Å.

## Properties
Energy above the lowest of the compared OMol25 structures with the same formula, charge and spin   988.3 kJ/mol
Gap between HOMO and LUMO   3.66 eV
Net charge   0
F_max   5.8 eV/A

***

ORCA calculation (ωB97M-V with the def2-TZVPD basis set) on an isolated molecule of C6H15NO.

The geometry in XYZ format:
```
23
Properties=species:S:1:pos:R:3:forces:R:3
C -0.878403 3.095018 -0.339050 0.800 0.820 1.728
C -0.378258 1.791970 -0.952952 0.593 0.369 -0.885
N -0.795479 0.617491 -0.226803 0.903 1.861 -0.518
C 0.174087 -0.369785 0.039566 0.418 -3.286 0.532
C -0.100614 -1.118900 1.347534 -0.288 0.431 2.125
C 0.865100 -2.220790 1.816225 0.597 -0.383 0.479
C 0.276185 -1.474237 -1.049709 -0.344 1.801 -1.501
O 1.192362 -1.073321 -2.083129 0.389 -0.371 -0.241
H -1.490296 2.856118 0.556598 0.016 0.167 -0.639
H -1.444480 3.751980 -1.011791 0.257 -0.218 0.169
H -0.004204 3.667792 0.126506 -1.155 -0.501 -0.846
H -0.721291 1.747326 -1.994031 -0.005 0.033 -0.150
H 0.737254 1.841864 -1.028549 -0.829 -0.344 0.222
H -1.772671 0.664455 -0.002069 0.166 -0.971 0.495
H 1.231546 0.002753 0.082721 -1.010 0.392 0.165
H -0.212223 -0.351829 2.136563 0.533 -0.077 -0.192
H -1.055425 -1.601322 1.495925 -0.891 0.071 -1.151
H 1.264797 -2.030778 2.824893 -0.317 0.061 -0.230
H 1.750371 -2.270714 1.199937 0.322 -0.063 -0.359
H 0.443607 -3.257188 1.855552 0.095 0.955 -0.256
H 0.712897 -2.409310 -0.754904 -0.195 -0.405 0.552
H -0.743954 -1.578358 -1.473103 0.415 -0.399 0.237
H 0.949091 -0.280235 -2.565929 -0.469 0.058 0.262
```
Positions in Å, forces in eV/Å.

## Properties
Energy above the lowest of the compared OMol25 structures with the same formula, charge and spin   222.7 kJ/mol
Gap between HOMO and LUMO   9.32 eV
Net charge   0
F_max   3.4 eV/A
SMILES string   CCN[C@@H](CC)CO

***

ORCA calculation (ωB97M-V with the def2-TZVPD basis set) on an isolated molecule of C6H15NO.

The geometry in XYZ format:
```
23
Properties=species:S:1:pos:R:3:forces:R:3
C -0.552566 -3.178061 1.745539 1.387 1.312 0.191
C -0.486756 -1.630828 1.287023 2.743 -1.493 3.209
C -0.998166 -1.380464 -0.061587 2.052 -0.264 -2.476
C 0.168816 -0.588169 -0.837513 -2.009 -2.266 -2.842
N 0.603203 0.581484 -0.170989 -0.052 2.382 -0.758
C 0.189260 1.799333 -0.917847 4.793 0.474 -1.847
C 0.996679 3.101714 -0.426859 -0.851 0.321 -2.327
O 0.443919 4.279789 -1.085397 0.136 -0.066 0.472
H -1.537586 -3.429431 2.068475 -0.809 -0.113 0.449
H 0.169215 -3.275992 2.634039 -1.063 -0.266 -1.390
H -0.338209 -3.910962 0.921598 0.314 0.856 0.699
H -0.862204 -1.012657 2.158385 0.170 -0.537 -1.227
H 0.672654 -1.393803 1.254015 -2.201 -0.416 0.357
H -1.871651 -0.745080 -0.170904 -0.460 -0.543 0.127
H -1.012066 -2.425412 -0.558639 -0.806 1.898 0.263
H 1.011981 -1.298541 -1.058895 -0.703 0.556 0.441
H -0.327500 -0.384425 -1.926072 1.376 -0.073 2.204
H 1.614814 0.649471 -0.049437 -0.457 -0.350 -0.156
H -0.823574 1.928285 -1.003211 -2.777 0.474 1.031
H 0.382992 1.727992 -2.110508 0.322 -0.122 2.289
H 2.045018 3.229693 -0.862266 -1.005 -1.293 1.249
H 0.919043 3.252179 0.650004 0.260 -0.243 0.000
H -0.407315 4.103883 -1.478955 -0.360 -0.228 0.044
```
Positions in Å, forces in eV/Å.

## Properties
Energy above the lowest of the compared OMol25 structures with the same formula, charge and spin   327.3 kJ/mol
Gap between HOMO and LUMO   10.02 eV
Net charge   0
F_max   5.2 eV/A
SMILES string   CCCCNCCO

***

ORCA calculation (ωB97M-V with the def2-TZVPD basis set) on a cluster of 2 separate species, C6H15NO in total.

The geometry in XYZ format:
```
23
Properties=species:S:1:pos:R:3:forces:R:3
C 2.163973 0.771497 -0.461887 -0.476 -0.612 -1.057
C 0.946779 0.853410 0.102766 0.651 0.902 0.608
C 0.562725 -0.026560 1.276837 0.748 -0.526 -0.993
C -0.096827 -1.338627 0.788877 -0.654 -0.336 1.890
C 0.609416 -2.189010 -0.254152 -0.741 0.020 -0.503
N 0.031308 1.809823 -0.344850 -0.934 -0.305 0.665
C -1.209592 2.095413 0.373609 -0.454 -0.261 -0.406
H 2.288463 1.202053 -1.456456 0.197 0.362 0.349
H 2.864367 -0.025045 -0.248519 -0.051 0.169 0.438
H 1.486081 -0.291795 1.799293 0.043 0.012 -0.213
H -0.038264 0.473251 2.027949 -0.182 -0.032 -0.062
H -1.153215 -1.179354 0.579252 -0.053 0.284 -0.632
H -0.211092 -1.930527 1.708598 0.307 -0.109 -0.056
H 0.364742 -3.248820 -0.144461 0.299 0.040 0.449
H 0.202835 -1.992808 -1.246258 0.377 0.434 -0.243
H 1.680677 -2.023695 -0.271125 0.089 -0.153 -0.015
H 0.386715 2.636647 -0.792734 0.414 -0.312 -0.164
H -1.356205 1.461538 1.244805 0.176 0.111 -0.074
H -2.081132 1.892025 -0.262009 0.073 0.185 0.025
H -1.270963 3.132124 0.702357 0.112 0.065 0.015
O -2.445220 -0.669663 -1.821923 0.005 0.297 -0.001
H -1.795418 0.029553 -1.701540 0.006 0.321 -0.066
H -1.930152 -1.441431 -1.598428 0.048 -0.559 0.048
```
Positions in Å, forces in eV/Å.

## Properties
Energy above the lowest of the compared OMol25 structures with the same formula, charge and spin   190.3 kJ/mol
Gap between HOMO and LUMO   8.83 eV
Net charge   0
F_max   2.0 eV/A
SMILES string   C=C(CCC)NC.O